Record 1
Computed, not measured: a molecular structure, C3H3LiO2V at a distorted geometry, with ωB97M-V/def2-TZVPD.

Values from the calculation:
Maximum force in eV/A: 1.864
Kohn-Sham gap (alpha / beta) in eV: 8.493 / 8.817

Geometry as ORCA input:
```
! wB97M-V def2-TZVPD RIJCOSX def2/J DEFGRID3
* xyz 2 4
O 0.497 -0.558 -1.029
C -0.250 -0.527 -0.032
C -1.643 -0.016 -0.156
H -2.283 -0.647 0.481
H -1.696 0.981 0.313
H -1.971 0.037 -1.206
O 2.538 0.592 1.513
C 3.404 1.312 1.377
V 0.944 -0.712 1.580
Li 0.459 -0.461 -2.841
*
```

***

Record 2
Computed, not measured: a molecular structure, C3H3LiO3Y at a distorted geometry, with ωB97M-V/def2-TZVPD.

Values from the calculation:
Relative energy (zero: lowest compared OMol25 entry of this formula, charge and spin) in kJ/mol: 263.07
Maximum force in eV/A: 9.297
Kohn-Sham gap (alpha / beta) in eV: 6.722 / 7.068

Geometry as ORCA input:
```
! wB97M-V def2-TZVPD RIJCOSX def2/J DEFGRID3
* xyz 1 1
O 1.456 1.414 -0.634
C 0.785 2.260 -0.194
C -0.413 2.190 0.534
Li 1.382 0.409 -2.238
Y -0.617 0.156 -1.056
H 0.516 2.721 1.090
H -0.589 1.563 1.404
O -0.754 -2.223 1.041
C -0.747 -2.138 -0.297
O -0.428 -3.199 -0.881
H -0.591 -3.151 1.232
*
```

***

Record 3
Computed, not measured: a molecular structure, C3H3MgNaO2, with ωB97M-V/def2-TZVPD.

Values from the calculation:
Relative energy (zero: lowest compared OMol25 entry of this formula, charge and spin) in kJ/mol: 0.00
Maximum force in eV/A: 0.852
Kohn-Sham gap in eV: 4.469

Geometry as ORCA input:
```
! wB97M-V def2-TZVPD RIJCOSX def2/J DEFGRID3
* xyz 0 1
C 0.622 -1.361 -0.726
C -0.488 -1.912 -1.251
H -0.404 -2.584 -2.105
H 1.598 -1.624 -1.165
H -1.483 -1.672 -0.870
O -1.609 4.966 1.793
C -0.918 4.142 1.466
O 0.668 -0.529 0.318
Na 0.528 1.790 0.446
Mg 1.486 -1.217 2.094
*
```

***

Record 4
Computed, not measured: 2 unconnected molecules or ions with the total composition C3H3N at a distorted geometry, with ωB97M-V/def2-TZVPD.

Values from the calculation:
Relative energy (zero: lowest compared OMol25 entry of this formula, charge and spin) in kJ/mol: 256.85
Maximum force in eV/A: 4.276
Structure (SMILES): C#C.C#N
Kohn-Sham gap in eV: 11.206

Geometry as ORCA input:
```
! wB97M-V def2-TZVPD RIJCOSX def2/J DEFGRID3
* xyz 0 1
C -1.575 0.684 -1.025
C -0.592 0.144 -1.430
C 1.459 -0.543 1.676
N 0.534 -0.647 0.992
H -2.362 1.381 -1.068
H 0.160 -0.567 -1.214
H 2.376 -0.452 2.069
*
```